(1)
64
Properties=species:S:1:pos:R:3:lowdin_charge:R:1 method="wB97M-V/def2-TZVPD" e_above_lowest_kj_mol=400.1 largest_force_ev_per_a=6.873 energy_ha=-8765.12285 gap_ev=8.2
C 1.89 4.51 1.24 -0.11
C 2.95 3.51 1.78 -0.38
C 2.48 2.00 2.07 -0.67
I 4.39 1.14 2.64 0.93
C 1.54 1.36 1.01 -0.40
C 1.73 -0.12 0.44 -0.54
S 1.86 -1.15 2.03 0.84
C 3.09 -0.11 -0.38 -0.65
I 4.00 1.72 -1.17 0.94
C 3.87 -1.22 -0.63 -0.77
C 3.53 -2.65 -0.15 -0.21
I 5.76 -1.18 -1.74 0.77
C 0.47 -0.68 -0.42 -0.28
C 0.91 -1.11 -1.89 -0.03
C -0.17 -2.00 0.20 -0.20
C 0.01 -3.34 -0.37 -0.04
C -0.61 -4.55 0.18 -0.06
C -1.47 -4.50 1.34 -0.08
C -1.71 -3.18 1.90 -0.09
C -1.10 -2.00 1.36 -0.09
C -0.72 0.36 -0.66 -0.40
C -2.02 -0.34 -1.29 -0.11
C -3.31 0.61 -1.31 -0.16
C -4.57 -0.02 -0.65 -0.71
F -5.64 0.86 -0.83 -0.03
Br -4.29 -0.09 1.32 0.79
C -5.02 -1.42 -1.29 -0.79
F -4.40 -1.70 -2.48 0.05
F -6.37 -1.34 -1.57 0.01
Br -4.86 -2.91 0.00 0.75
S -0.43 1.75 -1.86 0.75
C -1.14 3.36 -1.26 -0.10
O -1.10 1.54 -3.17 -0.32
O 0.95 2.08 -2.24 -0.41
O -1.27 0.92 0.55 -0.27
S -0.21 1.49 1.66 0.70
O -0.35 0.92 3.00 -0.29
O -0.59 2.90 1.84 -0.29
H 2.40 5.49 1.03 0.09
H 1.35 4.21 0.30 0.05
H 1.14 4.72 2.05 0.08
H 3.87 3.56 1.14 0.02
H 3.28 3.88 2.79 0.10
H 1.91 2.09 3.04 0.09
H 1.49 2.10 0.16 0.06
H 3.16 -1.53 2.17 -0.12
H 4.15 -2.93 0.75 0.09
H 2.48 -2.87 0.10 0.03
H 3.84 -3.37 -0.95 0.07
H 0.06 -1.48 -2.51 0.10
H 1.43 -0.30 -2.46 0.09
H 1.66 -1.95 -1.87 0.08
H 0.64 -3.53 -1.26 0.10
H -0.42 -5.54 -0.30 0.10
H -1.90 -5.45 1.74 0.10
H -2.39 -3.11 2.80 0.11
H -1.36 -1.05 1.88 0.07
H -2.40 -1.20 -0.70 0.09
H -1.85 -0.71 -2.32 0.12
H -3.17 1.63 -0.89 0.10
H -3.56 0.75 -2.40 0.14
H -1.81 3.24 -0.38 0.05
H -0.32 4.11 -1.08 0.07
H -1.77 3.80 -2.08 0.09

(2)
18
Properties=species:S:1:pos:R:3:lowdin_charge:R:1 method="wB97M-V/def2-TZVPD" e_above_lowest_kj_mol=98.2 largest_force_ev_per_a=5.615 energy_ha=-627.23081 gap_ev="6.6 / 6.9"
C 0.10 0.64 -0.50 -0.31
C 0.16 -0.26 -1.56 -0.37
N -0.01 1.94 -0.75 -0.02
N 0.55 0.50 0.83 -0.12
N 0.35 2.63 0.31 -0.07
N 0.73 1.87 1.25 0.01
N 0.55 -0.44 2.85 -0.07
N 0.57 -0.60 1.48 -0.11
N 0.44 0.33 -2.70 0.18
N -3.48 -1.08 1.38 0.02
N -2.66 -0.42 1.20 0.02
N -0.25 -1.55 -1.47 0.17
H 1.09 0.39 3.20 0.04
H 0.59 1.30 -2.54 0.08
H 0.28 0.01 -3.65 0.14
H 1.27 -1.21 3.49 0.17
H -0.24 -1.90 -0.52 0.09
H -0.04 -2.14 -2.31 0.14

(3)
8
Properties=species:S:1:pos:R:3:lowdin_charge:R:1 method="wB97M-V/def2-TZVPD" e_above_lowest_kj_mol=127.8 largest_force_ev_per_a=2.936 energy_ha=-992.05081 gap_ev=7.7 total_charge=-1
C -0.50 -0.65 -0.02 -0.21
O -0.26 1.82 1.29 -0.34
O -0.13 1.97 -1.32 -0.36
P -0.20 1.18 -0.04 0.63
Cl 2.74 -1.27 -0.09 -0.70
H 0.27 -1.35 -0.25 -0.08
H -0.64 -0.80 1.08 0.05
H -1.28 -0.90 -0.64 0.01

(4)
17
Properties=species:S:1:pos:R:3:lowdin_charge:R:1 method="wB97M-V/def2-TZVPD" e_above_lowest_kj_mol=922.3 largest_force_ev_per_a=5.607 energy_ha=-417.53134 gap_ev=5.1 total_charge=-1
O 0.49 0.98 3.39 -0.52
C 0.09 0.61 0.61 -0.13
N 0.15 1.44 -0.34 0.18
C -1.18 1.32 -1.28 -0.46
O -0.98 1.35 -2.56 -0.19
C 0.52 -0.85 0.74 -0.29
N 0.18 -1.84 -0.19 -0.03
C 0.36 -1.43 -1.57 -0.16
H -0.04 1.04 1.66 0.11
H -1.65 0.37 -0.93 0.09
H -1.82 2.14 -0.90 0.10
H 1.62 -0.71 0.96 0.16
H 0.16 -1.12 1.76 0.10
H -0.47 -0.83 -2.00 0.07
H 1.27 -0.83 -1.47 0.08
H 0.57 -2.32 -2.13 0.06
H 0.74 0.67 4.26 -0.15

(5)
22
Properties=species:S:1:pos:R:3:lowdin_charge:R:1 method="wB97M-V/def2-TZVPD" e_above_lowest_kj_mol=122.7 largest_force_ev_per_a=1.361 energy_ha=-727.08473 gap_ev=5.9 total_charge=-1
C -0.67 -0.51 1.26 -0.31
C -2.18 -0.57 1.02 -0.76
S -3.05 0.95 1.64 0.04
C 0.18 -1.23 0.21 -0.23
N 0.20 -0.61 -1.11 -0.26
C -0.27 0.75 -1.20 -0.12
C 1.50 -0.76 -1.74 -0.12
H -0.48 -0.93 2.25 0.10
H -0.39 0.54 1.34 0.04
H -2.47 -0.61 -0.03 0.02
H -2.63 -1.42 1.51 0.02
H -0.17 -2.26 0.14 0.11
H 1.20 -1.36 0.61 0.11
H 0.25 1.53 -0.61 0.06
H -1.28 0.89 -0.79 0.06
H -0.28 1.06 -2.24 0.08
H 1.73 -1.82 -1.79 0.07
H 1.41 -0.49 -2.81 0.08
H 2.25 -0.15 -1.23 0.08
H 1.66 2.97 1.66 0.04
H 1.40 1.79 0.70 -0.02
O 2.09 2.23 1.21 -0.07

(6)
132
Properties=species:S:1:pos:R:3:lowdin_charge:R:1 method="wB97M-V/def2-TZVPD" e_above_lowest_kj_mol=1536.7 largest_force_ev_per_a=9.254 smiles="CCSCc1c(C(F)(F)C(F)(F)F)c(S)cc2nsnc12.COP(=O)(OC)OC.COP(=O)(OC)OC.COP(=O)(OC)OC.COP(=O)(OC)OC.COP(=O)(OC)OC.COP(=O)(OC)OC" energy_ha=-6798.82444 gap_ev=5.1
C -0.07 -3.67 -0.64 -0.18
C 0.92 -3.24 0.63 -0.51
S -0.05 -2.18 1.84 0.76
C -0.08 -0.35 1.25 -0.42
C -0.83 -0.15 -0.19 -0.02
C -0.19 0.70 -1.48 -0.01
C 1.25 1.42 -1.30 -0.16
F 1.67 2.40 -2.32 0.00
F 1.37 2.16 0.02 -0.02
C 2.42 0.23 -1.29 -0.12
F 1.87 -1.10 -1.68 0.02
F 3.21 0.21 -0.03 0.03
F 3.41 0.58 -2.38 0.01
C -1.14 0.69 -2.84 -0.44
S -0.58 1.52 -4.42 0.69
C -2.63 -0.06 -2.92 0.02
C -3.30 -0.84 -1.65 -0.20
N -4.65 -1.55 -1.51 -0.28
S -4.74 -2.20 0.14 0.90
N -3.14 -1.64 0.69 -0.30
C -2.33 -0.86 -0.32 -0.16
H -1.22 -3.53 -0.37 0.07
H 0.12 -4.81 -0.81 0.07
H 0.23 -3.12 -1.63 0.07
H 1.92 -2.73 0.29 0.07
H 1.21 -4.22 1.20 0.08
H 1.04 -0.02 1.30 0.07
H -0.75 0.21 2.06 0.12
H 0.05 0.49 -5.19 -0.09
H -3.25 -0.02 -3.93 0.11
C -2.00 5.54 -7.76 -0.14
O -2.31 5.57 -6.37 -0.34
P -1.62 6.83 -5.40 0.81
O -1.85 7.85 -6.52 -0.23
O -0.14 6.12 -5.56 -0.30
C 0.01 4.82 -5.03 -0.16
O -0.94 8.09 -4.43 -0.31
C 0.25 8.73 -4.87 -0.14
H -2.17 4.52 -8.12 0.09
H -2.65 6.22 -8.30 0.08
H -0.95 5.79 -7.94 0.09
H 0.05 4.10 -5.85 0.07
H -0.81 4.55 -4.36 0.07
H 0.95 4.77 -4.47 0.09
H 0.15 9.09 -5.90 0.08
H 1.10 8.06 -4.78 0.08
H 0.43 9.59 -4.22 0.09
C 4.81 -1.52 5.66 -0.14
O 5.18 -0.18 5.97 -0.33
P 5.02 1.03 4.75 0.81
O 3.69 0.42 4.29 -0.23
O 6.28 0.35 3.94 -0.30
C 7.54 0.33 4.59 -0.13
O 4.86 2.25 3.53 -0.31
C 4.85 1.85 2.16 -0.14
H 5.32 -2.18 6.37 0.08
H 3.73 -1.64 5.77 0.09
H 5.12 -1.79 4.65 0.09
H 7.76 -0.69 4.92 0.09
H 7.55 1.00 5.46 0.08
H 8.31 0.65 3.89 0.09
H 4.12 1.06 1.98 0.06
H 5.85 1.53 1.85 0.08
H 4.58 2.72 1.56 0.09
C -4.29 -5.12 -4.79 -0.14
O -3.16 -5.86 -4.34 -0.33
P -1.60 -5.15 -4.47 0.81
O -2.16 -3.78 -4.04 -0.24
O -1.68 -5.31 -6.11 -0.30
C -1.77 -6.62 -6.62 -0.12
O -0.03 -4.43 -4.60 -0.31
C 0.18 -3.39 -5.54 -0.14
H -5.10 -5.83 -4.99 0.09
H -4.62 -4.44 -4.01 0.08
H -4.07 -4.57 -5.71 0.09
H -2.79 -6.80 -6.98 0.09
H -1.52 -7.38 -5.86 0.09
H -1.07 -6.73 -7.46 0.09
H -0.57 -2.60 -5.45 0.08
H 0.17 -3.79 -6.56 0.08
H 1.17 -2.96 -5.36 0.09
C 5.91 -6.33 7.93 -0.14
O 6.91 -6.27 6.92 -0.34
P 6.42 -6.13 5.27 0.81
O 5.32 -5.13 5.67 -0.23
O 5.84 -7.67 5.32 -0.30
C 6.78 -8.70 5.56 -0.13
O 5.92 -5.98 3.62 -0.31
C 4.61 -6.39 3.25 -0.14
H 6.34 -6.80 8.82 0.09
H 5.59 -5.32 8.19 0.08
H 5.05 -6.92 7.61 0.09
H 6.65 -9.08 6.59 0.09
H 7.81 -8.35 5.44 0.08
H 6.60 -9.52 4.86 0.09
H 3.85 -5.93 3.89 0.09
H 4.53 -7.48 3.28 0.08
H 4.44 -6.07 2.22 0.09
C 0.68 7.27 5.55 -0.14
O -0.16 7.10 4.41 -0.34
P -0.03 5.65 3.48 0.80
O 0.12 4.82 4.76 -0.22
O 1.45 6.16 2.95 -0.30
C 1.49 7.35 2.18 -0.13
O 0.10 4.20 2.55 -0.30
C 1.30 3.45 2.61 -0.14
H 0.75 8.33 5.77 0.09
H 0.24 6.76 6.41 0.08
H 1.69 6.88 5.36 0.09
H 1.91 8.15 2.79 0.09
H 0.49 7.64 1.84 0.08
H 2.12 7.19 1.31 0.09
H 1.59 3.24 3.64 0.09
H 2.11 3.97 2.09 0.08
H 1.13 2.50 2.10 0.06
C -11.53 0.17 0.21 -0.14
O -10.94 1.42 -0.12 -0.34
P -9.49 1.43 -1.06 0.81
O -10.03 0.30 -1.94 -0.23
O -8.67 0.82 0.23 -0.31
C -8.62 1.61 1.40 -0.13
O -8.04 1.44 -2.01 -0.30
C -7.22 0.28 -2.02 -0.16
H -12.17 0.32 1.08 0.09
H -12.16 -0.17 -0.62 0.08
H -10.78 -0.58 0.45 0.09
H -9.28 1.18 2.16 0.09
H -8.92 2.64 1.20 0.08
H -7.59 1.61 1.78 0.09
H -7.80 -0.62 -2.26 0.09
H -6.72 0.16 -1.06 0.06
H -6.46 0.42 -2.79 0.08

(7)
52
Properties=species:S:1:pos:R:3:lowdin_charge:R:1 method="wB97M-V/def2-TZVPD" e_above_lowest_kj_mol=0.0 largest_force_ev_per_a=2.682 energy_ha=-1651.92130 gap_ev=4.1 total_charge=-2
Pd 8.84 12.66 5.08 0.69
N 5.87 15.97 5.10 -0.01
C 6.93 15.00 5.08 -0.91
S 6.63 13.29 5.27 0.50
N 8.12 15.49 4.94 -0.05
N 9.17 14.64 5.22 -0.21
C 10.48 15.06 4.95 -0.29
C 10.79 16.51 5.07 -0.16
C 11.56 17.27 4.25 -0.08
C 11.72 18.64 4.48 -0.14
C 11.16 19.30 5.56 -0.14
C 10.34 18.52 6.43 -0.12
C 10.19 17.19 6.20 -0.05
C 11.42 14.13 4.76 -0.24
C 12.84 14.33 4.64 -0.09
C 13.69 13.31 4.45 -0.18
C 13.22 11.99 4.44 -0.17
C 11.85 11.76 4.53 -0.22
N 10.96 12.74 4.64 -0.02
H 5.08 15.59 4.64 0.01
H 6.25 16.76 4.60 0.05
H 12.13 16.76 3.45 0.11
H 12.33 19.26 3.80 0.08
H 11.37 20.39 5.74 0.09
H 9.85 18.97 7.30 0.09
H 9.55 16.64 6.83 0.09
H 13.24 15.34 4.63 0.08
H 14.74 13.56 4.22 0.08
H 13.87 11.12 4.27 0.06
H 11.43 10.81 4.35 0.08
C 10.79 12.87 7.88 -0.12
N 9.72 12.01 7.50 -0.33
C 8.41 12.36 8.00 -0.15
C 9.97 10.62 7.36 -0.22
C 9.03 9.99 6.40 -0.28
C 8.70 8.62 6.58 -0.09
C 7.92 7.94 5.67 -0.15
C 7.44 8.62 4.56 -0.16
C 7.75 9.93 4.41 -0.16
C 8.53 10.69 5.32 -0.27
H 10.91 12.90 9.01 0.08
H 10.63 13.85 7.42 0.07
H 11.77 12.57 7.42 0.09
H 8.29 12.21 9.09 0.07
H 7.61 11.76 7.46 0.06
H 8.12 13.39 7.79 0.05
H 9.95 10.00 8.40 0.14
H 11.00 10.47 7.01 0.11
H 9.06 8.03 7.40 0.08
H 7.65 6.91 5.94 0.08
H 6.73 8.17 3.88 0.08
H 7.38 10.42 3.47 0.09